#P
Molecular formula: C6H6N2
Method: DFT, wB97M-V/def2-TZVPD

## Properties
Molecular weight: 106.1 g/mol
LUMO level: -0.010 eV

The geometry in ORCA input format:
```
! wB97M-V def2-TZVPD RIJCOSX def2/J DEFGRID3
* xyz 0 1
N -1.609 0.758 0.083
N -2.228 -1.477 -0.237
C 1.471 0.120 0.060
C -1.772 -0.421 0.393
C 1.742 -1.126 0.383
C 1.925 1.434 -0.281
C 0.625 1.340 0.036
C -0.718 1.705 0.052
H 2.739 -1.526 0.291
H -2.509 -2.287 0.282
H 0.971 -1.811 0.683
H -2.313 -1.526 -1.246
H -1.049 2.732 0.060
H 2.727 2.085 -0.557
*
```


#Q
Molecular formula: C6H6N2
Method: DFT, wB97M-V/def2-TZVPD

## Properties
Structure (SMILES): C1=C[C@@H]2NC=NC2=C1
Molecular weight: 106.1 g/mol
LUMO level: 0.662 eV

The geometry in ORCA input format:
```
! wB97M-V def2-TZVPD RIJCOSX def2/J DEFGRID3
* xyz 0 1
N -1.469 1.122 0.230
N -1.093 -1.049 -0.453
C -0.013 -0.611 0.575
C 1.479 -1.016 0.051
C 2.134 0.030 -0.108
C 1.192 1.237 -0.245
C -1.987 -0.035 -0.254
C -0.069 0.862 0.239
H -1.422 -2.105 -0.224
H -0.213 -0.869 1.546
H 1.403 2.170 -0.534
H 1.784 -2.090 0.143
H 3.154 -0.104 -0.582
H -3.191 -0.317 -0.330
*
```


#R
Molecular formula: C6H6N2
Method: DFT, wB97M-V/def2-TZVPD

## Properties
Structure (SMILES): C#C[C@@]12CC=NN1C2
Molecular weight: 106.1 g/mol
LUMO level: 0.958 eV

The geometry in ORCA input format:
```
! wB97M-V def2-TZVPD RIJCOSX def2/J DEFGRID3
* xyz 0 1
N 1.877 -0.005 0.294
N 0.855 0.243 -0.640
C -0.109 -0.639 1.328
C 0.270 1.418 -0.285
C -1.558 -0.226 -0.850
C 1.319 -0.540 1.314
C -2.445 -0.449 -1.618
C -0.391 0.110 0.053
H -0.433 0.002 2.067
H -0.313 1.978 -1.041
H -3.207 -1.028 -2.329
H -0.453 -1.675 1.421
H 2.001 -0.886 2.167
H 0.772 1.904 0.484
*
```


#S
Molecular formula: C6H6N2
Method: DFT, wB97M-V/def2-TZVPD

## Properties
Molecular weight: 106.1 g/mol
LUMO level: 0.682 eV

The geometry in ORCA input format:
```
! wB97M-V def2-TZVPD RIJCOSX def2/J DEFGRID3
* xyz 0 1
N 2.661 1.673 0.984
N -0.455 1.015 0.137
C 1.662 0.931 1.034
C 0.382 0.273 -0.791
C -0.432 -0.267 0.943
C -0.648 -0.700 -1.239
C -1.296 -1.165 -0.114
C 0.944 -0.259 0.506
H 1.752 -1.007 0.506
H 1.001 0.924 -1.549
H -2.430 -1.802 0.137
H -1.160 -0.913 -2.270
H -1.359 1.550 -0.456
H -0.622 -0.253 2.172
*
```


Relative energies with respect to the most stable structure, expressed in hartree: #P 0.0334; #Q 0.0000; #R 0.0374; #S 0.0989.


#P
Molecular formula: C6H6N2
Method: DFT, wB97M-V/def2-TZVPD

## Properties
Molecular weight: 106.1 g/mol
LUMO level (alpha / beta): -0.539 / -0.548 eV

The geometry in ORCA input format:
```
! wB97M-V def2-TZVPD RIJCOSX def2/J DEFGRID3
* xyz 0 1
N 0.591 -0.321 0.569
N 0.145 0.552 2.593
C -0.421 1.053 -1.748
C 0.767 -0.647 2.820
C 0.019 0.687 1.330
C -1.095 0.498 -2.924
C 1.154 -1.136 1.649
C 0.896 -0.398 -0.690
H -1.103 1.243 -3.746
H -2.130 0.561 -2.528
H 1.692 -2.035 1.473
H -0.412 1.499 0.807
H -0.986 -0.456 -3.409
H 0.884 -1.101 3.803
*
```


#Q
Molecular formula: C6H6N2
Method: DFT, wB97M-V/def2-TZVPD

## Properties
Molecular weight: 106.1 g/mol
LUMO level (alpha / beta): -0.867 / -0.866 eV

The geometry in ORCA input format:
```
! wB97M-V def2-TZVPD RIJCOSX def2/J DEFGRID3
* xyz 0 1
N -0.008 1.128 -0.084
N 0.992 1.397 -2.310
C -0.133 -1.226 -0.966
C -0.228 -0.698 0.563
C 0.450 0.968 -1.370
C -0.329 2.077 0.694
C -0.518 -1.914 -1.891
C 0.683 -0.968 1.543
H -0.482 3.047 0.239
H 1.639 -0.462 1.540
H -1.242 -0.999 0.828
H -0.480 1.798 1.731
H 0.541 -1.768 2.252
H -0.888 -2.378 -2.769
*
```


Relative energies with respect to the most stable structure, expressed in hartree: #P 0.0270; #Q 0.0000.


#P
Molecular formula: C6H9P
Method: DFT, wB97M-V/def2-TZVPD

## Properties
Structure (SMILES): C=PC1C(C)=C1C
Molecular weight: 112.1 g/mol
LUMO level: 0.490 eV

The geometry in ORCA input format:
```
! wB97M-V def2-TZVPD RIJCOSX def2/J DEFGRID3
* xyz 0 1
P -2.272 0.560 -0.694
C 0.693 -0.340 -0.431
C 0.663 0.845 0.177
C 1.045 1.974 1.013
C -2.593 -0.919 0.045
C -0.405 0.574 -0.919
C 1.224 -1.716 -0.343
H 1.631 -2.036 0.575
H -0.115 1.136 -1.875
H 0.036 2.285 1.608
H 1.939 1.845 1.700
H -2.093 -1.793 0.309
H 1.247 2.821 0.305
H -3.599 -0.978 0.333
H 0.480 -2.466 -0.751
H 2.117 -1.793 -1.051
*
```


#Q
Molecular formula: C6H9P
Method: DFT, wB97M-V/def2-TZVPD

## Properties
Molecular weight: 112.1 g/mol
LUMO level: 0.111 eV

The geometry in ORCA input format:
```
! wB97M-V def2-TZVPD RIJCOSX def2/J DEFGRID3
* xyz 0 1
P -2.048 -0.753 -0.500
C -2.790 0.692 -0.242
C -0.137 -0.264 0.843
C 0.541 0.839 0.093
C 1.523 -1.209 -0.310
C 0.771 -1.395 0.755
C 1.469 0.177 -0.920
H 1.119 1.531 0.805
H -0.239 1.336 -0.406
H -3.886 0.813 -0.293
H -0.457 0.083 1.822
H 2.388 0.609 -1.040
H 0.981 0.286 -1.912
H -2.104 1.331 0.303
H 2.313 -1.948 -0.487
H 0.557 -2.129 1.488
*
```


Relative energies with respect to the most stable structure, expressed in hartree: #P 0.0139; #Q 0.0000.


#P
Molecular formula: C19H25N3O4S
Method: DFT, wB97M-V/def2-TZVPD

## Properties
Structure (SMILES): CCCNC(=O)c1onc(CSc2cccc(OC)c2)c1C(=O)NCCC
Molecular weight: 391.5 g/mol
LUMO level: 0.043 eV

The geometry in ORCA input format:
```
! wB97M-V def2-TZVPD RIJCOSX def2/J DEFGRID3
* xyz 0 1
S 3.607 1.602 -1.390
O -2.223 0.202 0.264
O 3.924 -1.682 2.550
O 0.549 3.272 -1.804
O 0.200 -1.244 -1.873
N -0.960 2.599 -0.260
N -2.000 -1.873 -0.601
N 1.286 -0.772 -2.518
C -4.202 -2.908 -0.956
C 0.234 0.951 -1.515
C 3.923 -1.435 1.211
C 3.958 -1.145 -1.566
C -0.040 2.385 -1.207
C 2.469 1.325 -2.808
C -1.334 3.928 0.163
C 4.062 -2.551 0.383
C -2.564 3.257 2.276
C 4.080 -2.399 -0.987
C -3.153 -2.444 0.055
C -1.638 -0.590 -0.463
C 1.334 0.519 -2.327
C 3.795 -0.043 -0.744
C -0.440 -0.225 -1.255
C -5.414 -3.505 -0.252
C -1.388 4.027 1.687
C 3.779 -0.178 0.640
C 3.818 -0.593 3.435
H 3.870 -1.020 4.435
H 2.864 -0.069 3.315
H -1.468 -2.465 -1.222
H -2.832 -3.289 0.673
H -0.451 3.647 2.099
H -3.759 -3.653 -1.621
H 4.196 -3.265 -1.621
H -3.503 3.653 1.897
H -5.122 -4.363 0.349
H -0.588 4.614 -0.246
H 2.147 2.327 -3.086
H -2.314 4.187 -0.258
H -5.876 -2.769 0.401
H -3.566 -1.669 0.703
H 3.000 0.829 -3.617
H -1.470 5.081 1.960
H -2.568 3.346 3.360
H 4.160 -3.522 0.842
H -1.485 1.817 0.125
H -2.511 2.201 2.021
H -4.512 -2.056 -1.564
H 3.654 0.709 1.239
H 4.641 0.116 3.299
H -6.152 -3.831 -0.980
H 3.985 -1.039 -2.637
*
```


#Q
Molecular formula: C19H25N3O4S
Method: DFT, wB97M-V/def2-TZVPD

## Properties
Structure (SMILES): COC(=O)Cc1ccc(NC(=S)N2CCN(C(=O)[C@H]3CCCO3)CC2)cc1
Molecular weight: 391.5 g/mol
LUMO level: 0.579 eV

The geometry in ORCA input format:
```
! wB97M-V def2-TZVPD RIJCOSX def2/J DEFGRID3
* xyz 0 1
S -1.807 -0.741 3.142
O -0.024 4.565 -0.682
O 2.732 -5.483 -2.546
O -3.213 4.884 0.686
O 4.208 -5.916 -0.916
N 0.522 -1.268 2.136
N -0.800 0.213 0.879
N -0.974 3.026 0.644
C -4.637 4.090 -1.001
C -2.070 2.285 1.222
C -2.374 4.764 -0.445
C 0.304 2.389 0.881
C -3.193 3.997 -1.516
C -1.025 4.110 -0.157
C 0.301 0.966 0.307
C -0.646 -0.578 1.970
C 3.802 -7.278 -0.912
C 2.614 -2.298 1.595
C 4.054 -3.681 -1.627
C 1.865 -2.595 -1.047
C 3.125 -3.021 -0.642
C 3.480 -2.882 0.693
C 0.990 -2.013 -0.152
C 3.581 -5.114 -1.781
C -4.520 5.059 0.184
C -2.073 0.864 0.647
C 1.365 -1.841 1.180
H 4.444 -3.234 1.030
H 0.619 -1.645 3.070
H 4.456 -7.789 -0.210
H -2.136 5.770 -0.827
H 0.008 -1.710 -0.477
H -2.862 2.963 -1.594
H -1.924 2.224 2.307
H 0.166 1.010 -0.779
H -2.860 0.274 1.117
H -5.217 4.852 0.996
H 5.077 -3.676 -1.256
H 0.487 2.346 1.961
H 1.562 -2.736 -2.073
H 1.253 0.485 0.522
H 3.899 -7.705 -1.911
H 3.994 -3.188 -2.597
H -4.991 3.117 -0.659
H 1.077 2.991 0.401
H -4.655 6.096 -0.155
H 2.900 -2.193 2.632
H -5.325 4.462 -1.756
H -3.015 2.784 1.033
H -3.072 4.465 -2.490
H 2.760 -7.360 -0.594
H -2.234 0.895 -0.435
*
```


Relative energies with respect to the most stable structure, expressed in hartree: #P 0.0336; #Q 0.0000.


#P
Molecular formula: C3H7FN3
Method: DFT, wB97M-V/def2-TZVPD

## Properties
Structure (SMILES): CC(=[NH2+])N1N[C@@H]1F
Molecular weight: 104.1 g/mol
LUMO level: -3.734 eV

The geometry in ORCA input format:
```
! wB97M-V def2-TZVPD RIJCOSX def2/J DEFGRID3
* xyz 1 1
F -1.440 -2.454 0.021
N -0.169 1.283 -1.252
N 0.187 -0.853 -0.463
N 0.353 -1.866 -1.512
C -0.181 -2.166 -0.069
C -0.470 0.738 1.166
C -0.224 0.358 -0.282
H 0.446 -2.543 0.723
H 1.326 -2.167 -1.721
H -0.328 2.266 -1.021
H -1.495 0.979 1.022
H -0.313 0.006 1.905
H 0.016 1.719 1.330
H 0.318 1.078 -2.135
*
```


#Q
Molecular formula: C3H7FN3
Method: DFT, wB97M-V/def2-TZVPD

## Properties
Molecular weight: 104.1 g/mol
LUMO level: -5.681 eV

The geometry in ORCA input format:
```
! wB97M-V def2-TZVPD RIJCOSX def2/J DEFGRID3
* xyz 1 1
F 2.857 0.624 0.842
N 1.909 -1.033 -0.450
N -0.522 -1.136 0.930
N 0.753 -0.205 -0.758
C -1.162 1.002 -0.008
C 2.630 0.179 -0.342
C -0.248 -0.151 0.106
H -1.677 0.977 -0.970
H -1.905 0.998 0.784
H 2.855 0.860 -1.158
H 0.097 -1.929 1.038
H -0.591 1.928 0.022
H 2.174 -1.650 -1.215
H -1.361 -1.133 1.496
*
```


Relative energies with respect to the most stable structure, expressed in hartree: #P 0.0000; #Q 0.0114.